1.
{"formula": "C16H7BrCl5HgN3O4", "method": "wB97M-V/def2-TZVPD", "species": ["Hg", "Br", "Cl", "Cl", "Cl", "Cl", "Cl", "O", "O", "O", "O", "N", "N", "N", "C", "C", "C", "C", "C", "C", "C", "C", "C", "C", "C", "C", "C", "C", "C", "C", "H", "H", "H", "H", "H", "H", "H"], "xyz": [[1.084908, 0.688313, 1.268911], [0.059216, 1.039521, -2.090889], [2.399104, 2.949025, 3.014342], [-2.308634, 1.407785, 0.944330], [-1.800012, 6.384626, 2.952982], [-3.429289, 4.328311, 1.314689], [1.230493, 5.813141, 3.666076], [4.941216, -4.159537, 0.119257], [3.027695, -0.404596, 1.590292], [4.559903, -2.011101, 1.331414], [3.667286, -5.581796, -0.977811], [0.804490, -2.555243, -1.014368], [-1.698541, -1.093158, -2.283626], [1.380368, -1.719100, -0.156331], [-1.824982, 3.932917, 1.856812], [-1.299050, 2.668525, 1.642019], [-1.047557, 4.906481, 2.509474], [-0.030978, 2.350157, 2.041515], [-2.712317, 1.050998, -2.186738], [0.735847, 3.354053, 2.613683], [2.715509, -3.494381, -0.529553], [-4.105048, -0.884939, -2.219315], [-2.945029, -1.632364, -2.275230], [-1.598201, 0.212341, -2.224513], [3.826193, -4.495799, -0.476392], [3.434770, -1.503161, 1.124585], [0.270055, 4.631210, 2.871196], [2.554854, -2.247680, 0.151003], [1.540278, -3.641844, -1.234026], [-3.961777, 0.495922, -2.165285], [-2.608406, 2.106195, -2.062051], [1.211754, -4.475973, -1.823047], [-4.807636, 1.171264, -2.098892], [-2.980617, -2.710008, -2.249628], [4.869341, -3.258528, 0.591655], [-5.074098, -1.328066, -2.069755], [-0.081106, -2.293510, -1.466782]], "forces_ev_per_a": [[0.12, -0.32, -0.92], [0.63, -0.02, -0.20], [-0.01, 0.23, 0.22], [-0.03, 0.07, 0.15], [0.10, 0.45, -0.03], [0.04, -0.02, 0.11], [0.06, 0.15, 0.09], [0.31, -0.11, 0.00], [0.67, -0.90, 0.31], [-0.10, 0.32, 0.28], [-0.05, -0.66, -0.42], [-0.91, 0.14, -0.17], [-0.39, -0.67, 0.09], [0.06, 0.30, -0.05], [0.14, 0.27, -0.02], [-0.38, 0.18, 0.13], [-0.63, -0.36, -0.20], [0.09, 0.55, 0.75], [0.05, -0.12, 0.11], [0.36, -0.22, -0.10], [0.36, 0.40, 0.69], [0.39, 0.13, 0.40], [0.45, 0.38, 0.16], [-0.96, 0.23, -0.13], [-0.52, 0.30, 0.00], [0.39, 0.19, -0.44], [-0.31, -0.35, -0.09], [-0.61, -0.09, -0.08], [0.67, -0.56, -0.12], [-0.27, 0.22, -0.25], [0.24, 0.44, -0.11], [-0.02, -0.02, -0.25], [-0.10, -0.22, 0.06], [0.02, -0.17, -0.11], [-0.23, 0.14, 0.09], [-0.10, -0.29, -0.28], [0.46, 0.01, 0.33]], "total_charge": -1, "e_lumo_ev": [2.173, 2.158], "total_energy_ha": -6107.6309, "relative_energy_ev": 0.000, "multiplicity": 2, "e_homo_ev": [-2.2, -6.5]}


2.
{"formula": "C16H7Cl2MnN5OS2", "method": "wB97M-V/def2-TZVPD", "species": ["Mn", "Cl", "Cl", "S", "S", "O", "N", "N", "N", "N", "N", "C", "C", "C", "C", "C", "C", "C", "C", "C", "C", "C", "C", "C", "C", "C", "C", "H", "H", "H", "H", "H", "H", "H"], "xyz": [[-0.743810, 0.674939, -0.790131], [0.342713, -1.729185, -0.821660], [4.635694, 0.395635, -3.398074], [2.016026, 0.867455, -1.621688], [-3.496537, 1.441973, -0.089763], [-2.128086, 0.004775, -4.872111], [-1.838154, -0.290610, 1.001324], [-1.417452, 0.569765, -2.666657], [-0.177385, 2.317947, 0.282692], [-1.049134, 5.995671, 2.666879], [1.726838, 3.054742, 4.265285], [-2.101601, -1.283543, 3.168767], [-3.007079, 0.393220, 1.156718], [3.653743, -0.944796, -2.900134], [-0.525710, 4.976448, 2.511218], [4.056420, -2.206445, -3.291271], [1.783740, -1.876600, -1.783176], [0.145764, 3.744220, 2.365053], [2.493015, -0.700361, -2.119222], [2.169126, -3.145609, -2.166258], [-3.760013, 0.230340, 2.348734], [1.015759, 3.346726, 3.401289], [3.313820, -3.320899, -2.925443], [-3.310382, -0.597504, 3.343846], [-1.418902, -1.088782, 1.990833], [-0.031671, 2.957919, 1.235950], [-1.759579, 0.286261, -3.764078], [4.954588, -2.312142, -3.885837], [3.627017, -4.311747, -3.228507], [-1.704885, -1.937473, 3.933490], [1.566353, -3.994155, -1.867486], [-4.676516, 0.794770, 2.439544], [-0.476672, -1.599443, 1.818577], [-3.877049, -0.713511, 4.261299]], "forces_ev_per_a": [[-0.32, -0.04, -0.40], [-0.03, -0.61, 0.14], [0.12, 0.11, -0.06], [-0.27, -0.02, 0.20], [0.06, 0.01, -0.02], [0.06, 0.04, 0.04], [0.07, 0.10, 0.15], [-0.02, -0.21, -0.60], [0.21, 0.58, 0.67], [0.01, -0.02, -0.02], [-0.03, -0.01, -0.01], [0.00, -0.09, 0.08], [0.01, 0.13, -0.21], [-0.25, -0.21, 0.14], [-0.13, 0.13, -0.04], [-0.02, -0.01, 0.01], [0.30, 0.18, -0.22], [0.02, 0.17, 0.22], [0.05, 0.12, -0.02], [-0.15, -0.09, 0.08], [0.08, -0.18, 0.17], [0.18, -0.11, 0.06], [0.09, -0.04, -0.04], [-0.01, 0.10, -0.17], [0.08, -0.09, 0.00], [-0.04, -0.05, -0.27], [-0.06, 0.00, 0.14], [0.00, 0.02, 0.00], [-0.02, 0.00, 0.00], [0.03, 0.01, -0.03], [0.00, 0.02, -0.01], [-0.02, -0.01, 0.02], [0.00, 0.05, 0.00], [-0.01, 0.01, 0.00]], "total_charge": -2, "e_lumo_ev": [4.476, 4.474], "total_energy_ha": -3830.8821, "relative_energy_ev": 0.571, "multiplicity": 6, "e_homo_ev": [-2.2, -2.2]}


3.
{"formula": "C16H7Co2NO6", "method": "wB97M-V/def2-TZVPD", "species": ["Co", "Co", "O", "O", "O", "O", "O", "O", "N", "C", "C", "C", "C", "C", "C", "C", "C", "C", "C", "C", "C", "C", "C", "C", "C", "H", "H", "H", "H", "H", "H", "H"], "xyz": [[0.057763, -1.843809, -0.869562], [1.939087, 0.052967, -0.492082], [3.380428, 0.309065, -3.001647], [3.888763, -1.029630, 1.385089], [1.673474, -2.541446, -3.201489], [1.971150, 2.879207, 0.131778], [-2.359137, -3.480446, -1.234525], [1.476860, -3.589793, 1.014418], [-3.160716, 1.281617, -4.954884], [0.312364, 0.154719, 2.407683], [2.000439, 1.750884, -0.120505], [-0.438035, 0.296841, 1.215118], [3.077339, -0.642561, 0.651010], [-1.968509, 1.769229, 2.399551], [-1.408265, -2.834740, -1.091499], [-0.002680, -0.291206, -0.032250], [-0.024724, 0.884403, 3.541491], [-1.151276, 1.713760, 3.536444], [2.787349, 0.155986, -2.025881], [-0.690971, -0.312629, -1.306545], [1.066169, -2.167821, -2.291731], [-2.576918, 0.762664, -4.101660], [0.920782, -2.867308, 0.302804], [-1.287969, 0.564695, -2.090345], [-1.636249, 1.044991, 1.255498], [-2.870190, 2.382811, 2.374593], [1.179088, -0.516332, 2.420913], [-1.407286, 2.305547, 4.408196], [0.605231, 0.819117, 4.429971], [-1.182194, 1.649699, -1.921926], [-2.267691, 1.061281, 0.358020], [-1.903474, 0.278240, -3.096047]], "forces_ev_per_a": [[1.80, -5.43, -0.40], [0.47, -1.14, -0.32], [0.07, -0.05, 0.16], [-0.26, 0.30, -0.36], [-0.58, 0.48, 0.83], [0.59, -0.49, -0.04], [1.28, 0.90, 0.16], [-0.58, 0.94, -0.68], [-0.49, 0.93, -0.69], [-0.26, 0.21, -0.09], [-1.69, 0.41, -0.01], [-0.82, -0.12, 0.74], [0.49, -0.76, 0.95], [0.18, -0.23, 0.02], [-1.00, -0.45, -0.05], [0.13, 2.84, -0.23], [-0.11, -0.07, -0.16], [-0.25, 0.01, -0.34], [0.00, 0.20, -0.87], [-0.69, 4.88, 1.98], [0.88, -0.66, -1.57], [-2.72, -0.23, -4.09], [0.66, -1.24, 1.12], [0.92, -1.73, 0.73], [0.37, 0.00, 0.15], [0.19, -0.08, 0.19], [-0.32, 0.41, -0.11], [0.05, -0.01, 0.03], [-0.18, -0.01, -0.13], [-0.23, -0.28, 0.34], [0.38, 0.10, 0.38], [1.74, 0.38, 2.36]], "total_charge": -2, "e_lumo_ev": 5.033, "total_energy_ha": -3885.4895, "relative_energy_ev": 0.083, "multiplicity": 1, "e_homo_ev": -0.1}